66
Properties=species:S:1:pos:R:3 method="wB97M-V/def2-TZVPD" energy_ha=-1844.50831 e_above_lowest_kj_mol=0.0 total_charge=+2 homo_energy_ev=-13.34
Be 0.06 1.48 0.80
O 1.21 0.37 0.40
C 2.33 0.05 1.27
C 1.90 -0.93 2.36
C 0.51 -0.59 2.91
C 0.37 0.82 3.41
C 0.46 1.12 4.76
C 0.26 2.41 5.21
C -0.04 3.40 4.28
C -0.10 3.05 2.95
N 0.13 1.80 2.51
H 0.93 -0.47 -0.09
H 2.66 0.99 1.70
H 3.13 -0.35 0.66
H 2.64 -0.90 3.15
H 1.88 -1.95 1.97
H 0.27 -1.27 3.73
H -0.25 -0.77 2.13
H 0.67 0.32 5.46
H 0.32 2.64 6.26
H -0.24 4.42 4.58
H -0.33 3.79 2.20
C -4.20 0.53 -1.62
N -3.18 1.54 -1.88
C -3.15 2.39 -2.97
C -2.06 3.16 -2.85
N -1.41 2.78 -1.67
C -2.12 1.76 -1.10
S -1.84 0.85 0.32
C -0.22 3.40 -1.21
C 0.26 4.52 -1.89
C 1.43 5.12 -1.47
C 2.10 4.61 -0.37
C 1.56 3.52 0.26
N 0.41 2.91 -0.14
H -4.96 0.61 -2.39
H -4.65 0.70 -0.64
H -3.76 -0.47 -1.64
H -3.91 2.37 -3.73
H -1.71 3.92 -3.51
H -0.26 4.93 -2.73
H 1.80 5.99 -1.99
H 3.02 5.05 0.00
H 2.03 3.10 1.14
C -0.30 -4.39 1.24
C -0.86 -4.02 -0.13
Sb 0.32 -2.56 -1.17
C 1.84 -3.85 -1.95
C 3.04 -3.99 -1.01
C -0.91 -2.36 -2.92
C -1.23 -3.68 -3.62
H -0.90 -5.17 1.70
H -0.31 -3.53 1.92
H 0.72 -4.75 1.18
H -1.87 -3.62 -0.05
H -0.91 -4.89 -0.78
H 2.14 -3.45 -2.91
H 1.37 -4.82 -2.13
H 3.50 -3.02 -0.81
H 3.80 -4.63 -1.45
H 2.75 -4.43 -0.05
H -0.39 -1.68 -3.59
H -1.82 -1.86 -2.59
H -0.32 -4.18 -3.95
H -1.85 -3.51 -4.50
H -1.77 -4.36 -2.97

70
Properties=species:S:1:pos:R:3 method="wB97M-V/def2-TZVPD" energy_ha=-10003.30293 total_charge=+1 homo_energy_ev=-10.31
Sc -0.05 -0.13 0.25
C -1.67 2.38 -0.66
C -2.46 1.86 0.51
O -2.24 0.44 0.58
C -2.82 -0.17 1.74
C -2.41 -1.61 1.72
O -0.98 -1.62 1.62
C -0.32 -2.87 1.80
C 1.17 -2.58 1.88
O 1.47 -1.57 0.92
C 2.84 -1.36 0.58
C 3.05 0.09 0.26
O 1.95 0.53 -0.55
C 2.00 1.94 -0.85
C 0.67 2.34 -1.43
O -0.32 1.90 -0.50
H -1.66 3.46 -0.65
H -2.05 2.00 -1.60
H -3.52 2.05 0.35
H -2.13 2.31 1.44
H -3.90 -0.08 1.69
H -2.43 0.33 2.63
H -2.84 -2.15 0.87
H -2.71 -2.09 2.65
H -0.55 -3.53 0.97
H -0.65 -3.33 2.74
H 1.72 -3.49 1.64
H 1.45 -2.22 2.86
H 3.08 -2.01 -0.26
H 3.47 -1.63 1.43
H 3.98 0.22 -0.29
H 3.07 0.69 1.17
H 2.80 2.13 -1.57
H 2.20 2.49 0.07
H 0.48 1.89 -2.39
H 0.64 3.43 -1.51
C -1.86 2.79 -4.26
C -1.32 1.41 -4.54
C -1.20 0.99 -5.88
C -0.69 -0.24 -6.15
C -0.33 -1.10 -5.08
C 0.20 -2.40 -5.28
Br 0.52 -3.07 -7.01
C 0.50 -3.19 -4.22
C 0.29 -2.71 -2.91
Br 0.65 -3.95 -1.52
C -0.19 -1.45 -2.64
O -0.38 -0.99 -1.40
C -0.51 -0.62 -3.77
N -1.00 0.64 -3.52
H -1.71 3.46 -5.10
H -1.38 3.23 -3.38
H -2.94 2.74 -4.06
H -1.48 1.65 -6.69
H -0.57 -0.58 -7.17
H 0.89 -4.18 -4.36
C -0.34 -0.74 5.02
Si 0.81 0.62 4.52
C 2.58 0.08 4.71
C 0.45 2.15 5.49
Se 0.47 1.19 2.37
H -0.28 -0.91 6.10
H -0.10 -1.69 4.52
H -1.38 -0.48 4.78
H 2.84 -0.08 5.77
H 3.25 0.84 4.30
H 2.75 -0.86 4.18
H 0.62 2.00 6.57
H -0.59 2.43 5.34
H 1.08 2.97 5.15

85
Properties=species:S:1:pos:R:3 method="wB97M-V/def2-TZVPD" energy_ha=-10679.71773 homo_energy_ev=-9.60
C 0.79 4.25 -5.01
C -0.01 3.50 -3.94
O 0.53 2.54 -3.43
N -1.25 3.82 -3.62
C -2.16 3.10 -2.76
H 0.07 4.87 -5.53
H 1.02 3.51 -5.78
H 1.70 4.77 -4.72
H -1.75 4.45 -4.23
H -1.79 2.86 -1.76
H -2.37 2.12 -3.19
H -3.11 3.61 -2.62
C -3.51 -0.58 -0.53
C -3.85 -0.28 -2.01
O -3.16 -0.84 -2.88
N -4.96 0.39 -2.41
C -5.66 1.30 -1.56
H -2.87 0.18 -0.08
H -3.03 -1.56 -0.46
H -4.43 -0.69 0.04
H -4.91 0.42 -3.42
H -5.04 1.82 -0.84
H -6.54 0.82 -1.13
H -6.01 2.05 -2.27
C 0.75 -0.77 -3.20
C 2.17 -1.37 -3.45
O 2.98 -0.38 -3.96
C 2.95 0.05 -5.22
O 2.19 -0.36 -6.11
C 3.84 1.25 -5.48
F 4.28 1.80 -4.33
F 4.83 0.74 -6.21
F 3.20 2.12 -6.24
H 0.09 -0.60 -4.05
H 0.70 0.17 -2.66
H 0.28 -1.52 -2.57
H 2.09 -2.26 -4.07
H 2.52 -1.87 -2.55
C 4.81 -3.07 0.82
C 3.44 -2.49 0.26
O 2.51 -3.62 0.35
C 2.26 -4.47 -0.69
O 2.59 -4.21 -1.84
C 1.35 -5.71 -0.33
F 1.48 -6.01 0.98
F 0.07 -5.34 -0.63
F 1.55 -6.74 -1.16
H 5.08 -3.99 0.30
H 4.81 -3.23 1.90
H 5.54 -2.30 0.58
H 3.52 -2.13 -0.76
H 3.15 -1.70 0.95
C -2.21 -1.48 4.61
C -0.76 -1.97 4.59
O -0.66 -3.34 4.52
C 0.51 -3.97 4.20
O 1.55 -3.41 3.79
C 0.56 -5.53 4.40
F 0.84 -5.67 5.66
F -0.67 -6.02 4.18
F 1.46 -6.19 3.66
H -2.70 -1.82 3.70
H -2.26 -0.39 4.68
H -2.74 -1.82 5.50
H -0.17 -1.59 5.42
H -0.41 -1.62 3.63
C 1.07 4.37 2.62
C 0.97 4.28 4.16
O -0.31 4.40 4.56
C -1.25 3.38 4.39
O -1.05 2.23 3.96
C -2.71 3.85 4.88
F -3.57 3.70 3.89
F -2.97 3.00 5.84
F -2.68 5.09 5.41
H 0.47 5.19 2.24
H 0.73 3.47 2.10
H 2.11 4.46 2.29
H 1.60 5.11 4.49
H 1.54 3.40 4.46
C 0.05 0.14 1.23
Br 0.20 1.48 -0.24
Br 1.71 0.12 2.23
Br -0.30 -1.68 0.48
H -0.68 0.44 1.98

69
Properties=species:S:1:pos:R:3 method="wB97M-V/def2-TZVPD" energy_ha=-5276.91550 e_above_lowest_kj_mol=32.8 total_charge=+3 homo_energy_ev="-16.42 / -16.42" multiplicity=2
W 0.46 0.11 0.06
C 0.62 -0.03 4.20
C 0.17 1.02 3.22
C -1.29 1.39 3.38
C 1.07 2.24 3.17
O 0.28 0.36 1.83
Si -1.55 -2.17 1.51
S -0.93 -1.71 -0.44
O -0.69 -3.06 2.44
C 0.53 -3.94 2.51
C 0.15 -5.24 1.83
C 0.80 -4.13 3.99
C 1.67 -3.23 1.80
O -2.90 -1.58 1.95
C -4.29 -1.95 2.50
C -5.25 -1.66 1.38
C -4.22 -3.42 2.86
C -4.49 -1.06 3.70
H 0.57 0.40 5.20
H 1.66 -0.33 4.01
H -0.01 -0.91 4.17
H -1.40 1.93 4.31
H -1.93 0.50 3.42
H -1.64 2.04 2.57
H 0.95 2.77 4.12
H 0.80 2.92 2.37
H 2.11 1.96 3.08
H -0.70 -5.71 2.33
H 0.99 -5.93 1.88
H -0.10 -5.08 0.78
H -0.10 -4.45 4.51
H 1.17 -3.21 4.44
H 1.56 -4.90 4.11
H 1.57 -3.26 0.72
H 2.61 -3.72 2.06
H 1.75 -2.19 2.15
H -5.08 -2.32 0.52
H -5.17 -0.62 1.06
H -6.27 -1.82 1.73
H -4.04 -4.04 1.98
H -5.18 -3.73 3.29
H -3.45 -3.61 3.61
H -4.43 -0.01 3.42
H -3.77 -1.28 4.49
H -5.49 -1.24 4.11
O 0.71 0.28 -1.87
N 0.42 1.33 -2.65
C 0.71 1.26 -3.97
C 0.41 2.34 -4.76
C -0.17 3.47 -4.18
C -0.45 3.50 -2.82
C -0.14 2.40 -2.05
S -0.45 2.25 -0.34
H 1.15 0.33 -4.30
H 0.64 2.30 -5.81
H -0.41 4.33 -4.79
H -0.91 4.37 -2.36
Br 6.21 1.65 -1.20
C 6.01 1.56 0.66
C 7.08 1.89 1.48
C 6.97 1.84 2.86
C 5.78 1.47 3.46
C 4.68 1.13 2.68
C 4.84 1.18 1.31
I 3.25 0.51 0.03
H 8.02 2.18 1.01
H 7.83 2.09 3.46
H 5.70 1.44 4.54
H 3.76 0.83 3.14